(1)
Formula: C5H13N3
Source: the OMol25 dataset
Level of theory: the ωB97M-V functional and the def2-TZVPD basis

The SMILES is CC1([C@H](N)NN)CC1. The spin multiplicity is 1. The calculation puts the LUMO energy at 1.02 eV. As for the energy above the lowest of the compared OMol25 structures with the same formula, charge and spin: 79.5 kcal per mole.

```
21
Properties=species:S:1:pos:R:3:forces:R:3
C 2.26968 -0.39940 -0.46306 0.311 -0.446 0.010
C 0.87688 -0.17397 0.06714 -1.968 -2.887 0.456
C 0.05828 0.88620 -0.59858 -2.331 0.255 0.234
N -0.12391 2.04800 0.24015 0.110 0.180 0.052
N -1.29578 0.33114 -0.94670 -0.375 1.296 -0.839
N -2.47820 0.69859 -0.19813 1.010 -0.638 -0.492
C -0.07053 -1.58192 0.35128 2.167 0.514 0.007
C 0.49283 -0.72137 1.42953 0.606 0.090 -0.108
H 2.98545 -0.62497 0.33614 -0.123 0.076 -0.103
H 2.30117 -1.24196 -1.16789 0.019 0.196 0.098
H 2.63786 0.48022 -1.00038 -0.112 -0.037 0.156
H 0.52640 1.19804 -1.53709 0.089 -0.097 0.102
H -0.73399 1.74755 0.99895 0.261 0.248 0.049
H -0.70387 2.70729 -0.27319 0.118 0.030 0.040
H -1.26617 -0.42989 -1.62062 -0.596 0.076 0.830
H -2.56960 0.12397 0.63960 -0.006 -0.262 -0.131
H -3.32780 0.54530 -0.74374 0.596 0.218 -0.098
H -1.13279 -1.78756 0.36701 -0.126 0.849 -0.607
H 0.45757 -2.48740 0.07184 0.341 0.045 0.319
H -0.21458 -0.16963 2.04210 0.036 0.010 -0.069
H 1.31113 -1.14823 2.00563 -0.025 0.280 0.093
```
Positions in Å, forces in eV/Å.



(2)
Formula: C16H64N32O16
Source: the OMol25 dataset
Level of theory: the ωB97M-V functional and the def2-TZVPD basis

The spin multiplicity is 1. The calculation puts the LUMO energy at -0.39 eV. As for the energy above the lowest of the compared OMol25 structures with the same formula, charge and spin: 60.6 kcal per mole.

```
128
Properties=species:S:1:pos:R:3:forces:R:3
C -4.07977 3.77171 0.41875 -1.783 -0.123 -1.310
O -5.12355 3.42273 -0.15772 0.716 -0.242 0.179
N -2.90658 3.12144 0.35793 0.813 -0.459 0.014
N -4.03732 4.92793 1.10367 1.126 1.101 0.781
H -2.03300 3.58436 0.57590 -0.345 -0.119 0.157
H -2.86109 2.19124 -0.02193 -0.270 -0.132 -0.120
H -3.26371 5.03430 1.73997 -0.221 0.221 0.118
H -4.79301 5.58289 1.13493 -0.278 -0.389 -0.011
C -1.19146 -2.43778 -3.72163 -1.352 0.671 -1.604
O -0.39794 -1.87402 -2.95226 -0.611 -1.202 0.552
N -1.14583 -2.44352 -5.09455 -0.875 -0.855 1.448
N -2.37124 -2.88657 -3.27077 -0.337 -0.735 1.026
H -0.22697 -2.20654 -5.46025 0.309 0.225 -0.202
H -1.59134 -3.22227 -5.54965 -0.283 -0.027 0.132
H -2.49202 -2.99360 -2.27589 -0.326 0.102 -0.099
H -3.07318 -3.15492 -3.93501 -0.144 -0.111 0.306
C 3.80359 -2.20045 2.79566 -0.154 0.040 -2.870
O 3.91125 -2.67568 1.63122 -0.689 0.110 1.711
N 4.77112 -2.34562 3.69522 0.643 -0.113 0.652
N 2.73576 -1.47858 3.20182 -0.596 0.565 0.426
H 4.75941 -1.72289 4.48483 0.376 -0.308 0.196
H 5.60484 -2.81047 3.37721 0.095 0.256 0.196
H 2.91659 -0.67754 3.79254 -0.161 -0.057 0.168
H 1.96130 -1.32098 2.57290 0.141 -0.047 -0.225
C -0.22128 2.53756 4.24966 0.366 0.253 1.992
O -0.08492 2.21332 5.43915 -0.328 0.396 -0.966
N -0.45759 3.82258 3.84507 0.364 -0.529 0.532
N -0.10534 1.64021 3.25574 0.039 0.285 -0.257
H -0.78905 4.41767 4.58348 -0.067 0.206 -0.301
H -0.65023 3.97915 2.87509 -0.308 0.546 -0.087
H -0.25856 1.96341 2.30815 0.271 -0.759 -0.190
H -0.10652 0.68933 3.58533 0.082 -0.198 -0.393
C 1.50994 2.78879 -3.05498 -0.867 -1.560 -0.195
O 2.32501 1.87849 -2.78821 -0.183 1.796 0.534
N 1.56991 3.47279 -4.20320 0.364 0.479 -0.329
N 0.36152 3.01725 -2.36362 1.101 -0.019 0.396
H 0.86482 4.16800 -4.35958 0.344 0.203 -0.470
H 2.33162 3.29145 -4.83299 -0.199 0.133 -0.151
H 0.29569 2.65996 -1.41629 -0.546 -0.341 0.067
H -0.42507 3.39865 -2.85213 -0.171 0.057 0.367
C -0.14212 5.58530 0.30429 0.379 -2.386 0.663
O -0.73647 4.78762 1.02982 0.009 0.897 0.556
N 1.01697 5.16089 -0.32386 -0.950 1.627 0.759
N -0.52406 6.82413 0.03782 -0.260 1.292 -0.496
H 1.00911 5.57905 -1.23883 1.018 -0.972 -0.460
H 1.15689 4.19357 -0.08925 0.228 -0.333 -0.935
H -0.07450 7.29388 -0.72733 -0.051 0.406 0.270
H -1.30571 7.25820 0.49535 -0.116 -0.256 -0.093
C -2.78648 1.15856 -2.30372 0.185 -0.328 0.054
O -2.95118 0.63460 -1.19946 -0.264 0.029 -0.702
N -3.56144 2.13387 -2.83346 -0.279 0.425 -0.213
N -1.76307 0.78667 -3.11931 -0.123 0.047 0.822
H -3.10115 2.77848 -3.44760 -0.450 0.044 -0.263
H -4.50450 2.31457 -2.53133 0.272 0.276 0.659
H -1.61437 1.23236 -4.00343 -0.021 -0.494 -0.228
H -1.33275 -0.07964 -2.83870 0.636 -0.009 -0.279
C -4.11038 1.66455 3.17664 -1.174 0.419 -0.080
O -4.12263 2.81622 3.61892 0.685 -1.059 -0.150
N -3.03934 0.91788 2.83927 1.310 0.961 0.525
N -5.26776 0.97569 2.98988 -1.450 0.034 0.502
H -3.13610 0.08674 2.28562 0.140 0.053 -0.259
H -2.16797 1.44062 2.89309 -0.138 -0.687 -0.301
H -6.07906 1.34695 3.45471 0.012 0.098 -0.337
H -5.38585 0.12381 2.47370 0.278 -0.052 -0.042
C 1.49395 -0.64632 -5.18795 0.586 -0.283 1.450
O 0.95338 -1.59082 -5.76700 1.995 1.113 -1.287
N 2.32547 0.24137 -5.81433 -0.657 0.025 -0.763
N 1.40091 -0.42853 -3.85766 0.809 1.855 -0.516
H 2.35346 0.10999 -6.81088 0.593 0.058 0.044
H 3.09137 0.63224 -5.29299 0.089 -0.090 -0.170
H 1.63751 0.53302 -3.56901 0.092 -1.144 -0.258
H 0.68576 -0.90509 -3.32504 0.006 -0.501 -0.328
C 0.32740 0.38673 0.16756 -0.915 0.653 0.562
O 0.04883 1.58623 0.37997 0.675 -0.217 -1.109
N -0.04624 -0.55137 1.04934 -0.023 -0.832 0.596
N 0.96678 -0.10767 -0.91460 0.070 0.461 0.102
H 0.04732 -1.53435 0.85011 0.104 -0.272 -0.021
H -0.54551 -0.34274 1.89832 -0.030 0.189 -0.151
H 1.36455 0.52861 -1.58565 0.141 0.016 -0.059
H 1.16913 -1.09210 -0.96701 -0.072 0.107 -0.231
C 4.35453 -0.85869 -1.72656 0.366 1.112 -1.642
O 5.01916 -0.86554 -2.76490 -0.248 -0.517 0.810
N 3.89122 -1.93764 -1.07183 0.367 -0.663 -0.935
N 3.94979 0.30376 -1.15419 0.484 0.182 0.758
H 4.36463 -2.76859 -1.38838 -0.213 -0.262 0.778
H 3.43061 -1.84589 -0.18405 0.495 -0.575 0.327
H 3.96540 1.12711 -1.72996 -0.415 -0.036 -0.040
H 3.23265 0.16430 -0.46246 -0.240 0.831 -0.129
C 1.68872 -4.71391 -3.41985 0.810 -2.514 0.126
O 2.48254 -5.26500 -4.17524 -0.233 0.904 -0.508
N 0.41172 -5.18935 -3.30505 -0.907 0.636 0.277
N 2.10880 -3.88181 -2.44349 0.140 0.552 0.392
H -0.01775 -5.69136 -4.05784 0.280 -0.132 -0.023
H -0.10949 -5.05218 -2.45714 -0.093 0.207 -0.151
H 3.07420 -3.62120 -2.54247 -0.257 0.185 -0.069
H 1.49682 -3.25101 -1.94960 -0.038 -0.039 -0.320
C 3.90570 2.11856 1.92042 -0.001 1.026 1.278
O 3.63587 2.16291 3.11489 -0.005 -0.789 -0.377
N 4.95810 1.49049 1.37727 1.185 -1.104 -0.952
N 3.21503 2.88225 0.99826 -0.265 -0.797 0.047
H 4.92659 1.22139 0.39296 -0.095 0.146 0.360
H 5.54851 0.88788 1.92432 -0.217 0.182 0.386
H 3.84510 3.36620 0.37980 -0.481 0.478 -0.082
H 2.47682 3.34320 1.50511 0.032 0.687 -0.348
C -3.88285 -2.62082 0.82589 -1.409 1.122 -0.648
O -5.09107 -2.68149 0.59425 0.248 -0.430 0.327
N -3.26920 -3.36728 1.76579 0.192 -0.623 -0.061
N -3.12078 -1.67861 0.21261 0.576 -0.413 0.157
H -3.84915 -4.01557 2.26592 0.198 -0.004 0.082
H -2.28519 -3.27241 1.93960 0.018 -0.105 0.172
H -2.11804 -1.75115 0.24982 0.044 0.284 -0.088
H -3.54069 -1.01947 -0.42691 0.132 -0.069 0.028
C 0.32520 -4.49997 1.47637 2.331 1.618 -1.100
O -0.06832 -3.53934 0.79837 -1.198 -0.212 0.135
N -0.38458 -5.63512 1.66814 -0.708 0.469 -0.025
N 1.60810 -4.42196 1.94449 -2.755 -1.403 0.230
H -1.20877 -5.60396 1.08615 -0.106 -0.553 0.193
H 0.06745 -6.51072 1.86200 -0.077 -0.017 -0.105
H 1.82229 -5.25437 2.46513 1.527 0.571 0.142
H 2.11711 -3.61937 1.60316 0.965 -0.465 0.408
C -1.17440 -2.08381 4.47141 0.550 -0.727 -0.916
O -0.73957 -1.23529 3.69784 0.164 0.041 0.209
N -0.37610 -2.88212 5.20638 0.470 -0.389 0.668
N -2.49797 -2.41158 4.47283 0.107 0.863 0.050
H -0.75979 -3.65305 5.72255 -0.009 0.025 -0.025
H 0.61606 -2.89367 5.04706 -0.013 0.307 -0.080
H -2.94861 -1.60431 4.05624 -0.845 -0.314 0.310
H -2.88241 -2.82800 5.30530 -0.251 0.236 -0.026
```
Positions in Å, forces in eV/Å.



(3)
Formula: C4H10N2
Source: the OMol25 dataset
Level of theory: the ωB97M-V functional and the def2-TZVPD basis

The SMILES is C=CCN.C=N. The spin multiplicity is 1. The calculation puts the LUMO energy at 1.03 eV. As for the energy above the lowest of the compared OMol25 structures with the same formula, charge and spin: 65.6 kcal per mole.

```
16
Properties=species:S:1:pos:R:3:forces:R:3
C 1.88491 -0.77877 -0.05560 0.282 0.910 -0.734
C 1.46656 0.40119 -0.56135 -0.434 -0.484 0.357
C 0.79606 0.55629 -1.94883 1.112 0.485 0.758
N -0.61874 0.92689 -1.73872 -0.529 0.563 -1.385
H 2.26820 -0.83622 0.97739 -0.261 -0.100 -0.699
H 1.96719 -1.66820 -0.71497 -0.232 0.548 0.672
H 1.43414 1.27952 0.12556 0.038 -0.616 -0.696
H 1.38116 1.24444 -2.62758 -0.572 -0.338 0.779
H 0.86615 -0.41557 -2.42490 -0.306 -0.215 -0.094
H -1.13028 0.79976 -2.63463 0.449 -0.223 0.791
H -0.73176 1.94261 -1.61034 0.437 -0.549 0.278
C -1.67400 -0.34688 1.72916 0.086 -1.270 2.313
N -1.51663 -0.93352 2.90347 -1.687 -0.263 -3.196
H -1.03304 -0.68023 0.89206 0.286 1.033 0.611
H -2.45779 0.41988 1.52277 0.140 -0.931 -0.065
H -2.45759 -1.03064 3.36112 1.191 1.449 0.309
```
Positions in Å, forces in eV/Å.



(4)
Formula: C16H10CuF12N4O12S4
Source: the OMol25 dataset
Level of theory: the ωB97M-V functional and the def2-TZVPD basis

The spin multiplicity is 3. The calculation puts the LUMO energy (alpha / beta) at 0.85 / -0.69 eV. The net charge is -1.

```
59
Properties=species:S:1:pos:R:3:forces:R:3
Cu -0.37183 -1.18464 -0.15971 -0.171 1.169 1.150
C 0.58888 -2.98080 3.28658 -1.335 -2.424 -0.721
F 1.19802 -4.05662 3.87151 -0.314 1.063 -0.394
F -0.68010 -3.38136 2.96869 1.428 0.528 0.198
F 0.51784 -1.99651 4.11154 0.262 0.733 0.364
S 1.51964 -2.70114 1.65105 -1.845 0.390 -1.362
O 2.87086 -3.03344 1.87659 0.760 -0.074 0.148
O 0.79765 -3.44936 0.64111 0.376 1.214 0.748
N 1.22261 -0.97950 1.26544 -3.099 -5.832 0.548
S 2.31920 -0.28948 2.05535 6.599 5.108 -0.598
O 2.91195 -0.78479 3.29762 -1.815 0.248 -1.100
O 3.36000 -0.03070 0.97902 -2.001 0.624 2.730
C 1.45678 1.42618 2.64744 -0.498 -2.292 -0.303
F 0.31059 1.15044 3.30939 0.553 0.027 -0.864
F 2.22619 2.02828 3.53454 0.433 0.476 -0.737
F 1.19029 2.14873 1.54745 0.303 0.072 0.976
C -0.51637 -4.51955 -2.49156 1.278 0.339 0.065
F 0.79406 -4.09917 -2.35781 -2.270 -0.361 0.029
F -0.80194 -4.62267 -3.76974 0.071 0.152 -0.282
F -0.64736 -5.71596 -1.92771 0.159 0.294 0.054
S -1.81747 -3.43301 -1.63213 -1.903 0.787 2.370
O -3.13357 -3.78807 -2.15154 2.583 0.387 0.407
O -1.56268 -3.62206 -0.21559 -0.209 0.203 -1.503
N -1.39286 -1.74138 -1.84423 -1.286 -4.364 2.251
S -1.68137 -1.35526 -3.31276 1.149 1.103 -6.879
O -0.31412 -1.15156 -3.89092 -2.867 0.098 0.409
O -2.69922 -2.07424 -4.20253 3.313 1.981 3.563
C -2.48773 0.31640 -3.07156 -2.603 -1.489 -0.288
F -3.48768 0.05284 -2.14075 1.295 0.946 -1.179
F -1.70351 1.26707 -2.65810 0.193 0.288 0.159
F -3.10518 0.67679 -4.24168 0.906 -0.108 1.391
C -3.57805 3.70785 4.09449 0.604 0.713 -0.893
C -4.01754 2.48294 4.48354 -0.428 -0.901 0.241
C -3.60091 1.31346 3.85312 0.399 0.613 -0.480
C -2.69531 1.44169 2.76753 0.808 -1.897 -0.973
C -2.20708 2.69965 2.34647 -0.560 0.054 0.799
C -2.65899 3.82202 3.04651 -0.911 -0.085 -0.146
N -2.23683 0.15993 2.11723 -1.308 2.109 2.554
O -1.68406 0.14369 0.95339 1.418 0.380 -2.578
O -2.45176 -0.89634 2.73877 -0.163 -1.044 0.416
H -4.04402 4.58480 4.51903 0.245 0.195 0.119
H -4.76181 2.50887 5.26571 -0.101 -0.626 0.164
H -4.00867 0.36333 4.16516 0.306 -0.114 -0.229
H -1.50306 2.80925 1.53483 -0.090 -0.257 -0.094
H -2.52385 4.84389 2.72414 0.790 -0.034 -0.318
C 4.31422 2.77343 -4.05959 -0.511 -1.604 1.583
C 4.84512 1.68193 -3.33555 0.576 0.560 -0.707
C 4.12245 0.80764 -2.53253 -0.779 0.036 -0.593
C 2.72485 1.00626 -2.44383 0.681 1.779 -0.794
C 2.16570 2.11161 -3.08810 0.643 0.795 -0.174
C 2.97159 2.99621 -3.85066 -0.648 -0.441 -0.405
N 1.86376 0.11387 -1.71413 -0.090 -2.971 1.159
O 2.21175 -1.04718 -1.56775 0.635 0.617 -0.745
O 0.79251 0.45315 -1.22492 -0.457 1.582 -0.486
H 4.95932 3.33297 -4.72076 -0.185 0.216 0.068
H 5.90426 1.57676 -3.51878 0.183 -0.639 0.483
H 4.59652 -0.05552 -2.08913 -0.079 0.082 0.236
H 1.12438 2.39395 -3.03979 -0.160 -0.528 0.265
H 2.49392 3.79442 -4.39938 -0.260 0.128 0.177
```
Positions in Å, forces in eV/Å.



Question: Number 1 is which compound?
Answer: C5H13N3



Question: Number 1 is which compound?
Answer: C5H13N3